(1)
DFT (the ωB97M-V functional and the def2-TZVPD basis) results for one molecule with the formula C20H23ClN4S.

Its HOMO-LUMO gap is 7.38 eV. The value obtained for the HOMO energy is -0.2839 Eh. The energy relative to the best compared isomer or geometry (same formula, charge and spin) is 0.00 kJ/mol. The largest force on an atom comes out at 3.65 eV/A. The calculation puts the LUMO energy at -0.34 eV.

Geometry (Å):
C 0.99 -3.74 1.34
C 1.53 -2.35 1.58
N 2.52 -1.93 0.57
C 3.28 -0.76 0.95
C 4.41 -1.17 1.87
C 2.32 -2.19 -0.90
C 1.20 -1.27 -1.49
N -0.12 -1.58 -0.88
C -1.27 -0.85 -1.08
N -1.16 0.23 -1.79
C -2.23 1.01 -1.88
C -2.03 2.25 -2.60
C -3.06 3.18 -2.78
C -2.86 4.44 -3.43
C -1.71 4.84 -4.06
C -1.81 6.20 -4.63
C -3.05 6.75 -4.41
S -4.14 5.61 -3.57
N -3.40 0.69 -1.41
C -3.52 -0.43 -0.70
C -4.77 -0.73 -0.21
C -4.96 -1.90 0.54
C -3.87 -2.72 0.84
Cl -4.06 -4.14 1.86
C -2.62 -2.39 0.26
C -2.45 -1.25 -0.49
H 1.84 -4.44 1.25
H 0.36 -3.84 0.47
H 0.36 -4.01 2.20
H 0.68 -1.69 1.56
H 2.00 -2.33 2.57
H 3.69 -0.29 0.06
H 2.65 -0.02 1.42
H 4.05 -1.52 2.85
H 5.02 -1.95 1.44
H 5.05 -0.30 2.06
H 2.09 -3.23 -1.19
H 3.26 -1.96 -1.43
H 1.11 -1.46 -2.56
H 1.47 -0.21 -1.36
H -0.08 -2.10 -0.01
H -1.01 2.41 -2.94
H -4.02 2.97 -2.35
H -0.81 4.31 -4.13
H -0.99 6.66 -5.20
H -3.42 7.72 -4.76
H -5.62 -0.10 -0.39
H -5.98 -2.13 0.86
H -1.81 -3.12 0.47



(2)
DFT (the ωB97M-V functional and the def2-TZVPD basis) results for C20H23F3N2O5S3 as an isolated structure.

Its HOMO-LUMO gap is 6.85 eV. The value obtained for the HOMO energy is -0.2712 Eh. The energy relative to the best compared isomer or geometry (same formula, charge and spin) is 0.00 kJ/mol. The largest force on an atom comes out at 2.43 eV/A. The calculation puts the LUMO energy at -0.53 eV.

Geometry (Å):
C -1.83 0.69 -0.66
C -3.30 0.75 -0.39
C -4.24 1.63 -0.88
N -5.54 1.75 -0.46
C -6.38 2.68 -1.23
C -7.81 2.76 -0.71
O -8.22 1.47 -0.24
C -7.51 1.13 0.95
C -5.97 1.09 0.76
H -1.36 0.06 0.11
H -1.57 0.26 -1.64
H -1.39 1.69 -0.60
H -3.66 -0.01 0.33
H -3.97 2.33 -1.67
H -5.95 3.69 -1.21
H -6.42 2.34 -2.27
H -7.88 3.53 0.07
H -8.50 2.96 -1.52
H -7.76 1.86 1.76
H -7.89 0.13 1.22
H -5.68 0.03 0.79
H -5.52 1.56 1.68
F 0.86 1.21 1.74
C 2.04 0.92 1.07
F 2.72 2.10 0.90
F 2.80 0.09 1.81
S 1.50 0.24 -0.54
N 2.97 -0.59 -0.88
S 4.25 0.49 -1.84
C 5.65 0.23 -0.76
C 6.52 1.25 -0.35
C 7.70 0.90 0.31
C 7.98 -0.45 0.58
C 7.04 -1.44 0.27
C 5.92 -1.09 -0.47
O 4.47 -0.23 -3.06
O 3.85 1.86 -1.82
S 2.60 -2.19 -1.45
C 1.59 -2.83 -0.10
C 2.13 -3.44 1.04
C 1.40 -3.34 2.24
C 0.19 -2.65 2.27
C -0.45 -2.32 1.07
C 0.22 -2.51 -0.14
O 1.78 -1.98 -2.62
O 3.81 -2.96 -1.53
H 6.29 2.30 -0.57
H 8.41 1.67 0.61
H 8.95 -0.75 1.01
H 7.16 -2.48 0.55
H 5.26 -1.86 -0.81
H 3.07 -3.97 0.99
H 1.77 -3.82 3.15
H -0.31 -2.41 3.21
H -1.49 -1.96 1.04
H -0.29 -2.40 -1.10



(3)
DFT (the ωB97M-V functional and the def2-TZVPD basis) results for a 2-piece molecular cluster, C20H23N2O3 overall.

Its HOMO-LUMO gap is 6.90 eV. The charge is +1. The value obtained for the HOMO energy is -0.4468 Eh. The largest force on an atom comes out at 1.66 eV/A. The calculation puts the LUMO energy at -5.26 eV.

Geometry (Å):
C 5.93 0.81 1.52
C 4.65 0.88 2.09
C 3.56 0.32 1.43
C 3.72 -0.32 0.18
C 2.57 -0.88 -0.49
O 2.85 -1.47 -1.68
C 1.85 -2.08 -2.42
C 0.51 -2.07 -1.97
C -0.46 -2.71 -2.80
C -0.07 -3.31 -3.99
C 1.27 -3.29 -4.39
C 2.24 -2.67 -3.61
C 0.23 -1.39 -0.77
C 1.26 -0.85 -0.02
C 5.02 -0.39 -0.38
C 6.11 0.17 0.28
H 6.78 1.25 2.04
H 4.50 1.37 3.05
H 2.57 0.37 1.87
H -1.50 -2.73 -2.46
H -0.82 -3.80 -4.61
H 1.57 -3.76 -5.33
H 3.29 -2.63 -3.90
H -0.79 -1.37 -0.39
H 1.05 -0.38 0.93
H 5.18 -0.88 -1.34
H 7.11 0.12 -0.16
C -3.07 0.52 2.80
C -3.71 1.76 2.20
C -5.16 1.51 1.83
C -3.64 2.89 3.21
O -2.94 2.22 1.03
C -2.83 1.33 0.01
N -1.93 1.80 -0.91
N -1.82 1.11 -2.14
O -3.39 0.25 -0.08
H -2.03 0.74 3.08
H -3.62 0.23 3.70
H -3.09 -0.31 2.09
H -5.61 2.42 1.42
H -5.25 0.70 1.10
H -5.72 1.22 2.73
H -4.07 3.81 2.81
H -4.19 2.61 4.11
H -2.60 3.09 3.49
H -1.74 2.80 -0.91
H -1.09 0.40 -2.01
H -2.71 0.60 -2.24



(4)
DFT (the ωB97M-V functional and the def2-TZVPD basis) results for a 2-piece molecular cluster, C20H23N2O5 overall.

Its HOMO-LUMO gap is 5.15 eV. The charge is -1. The value obtained for the HOMO energy is -0.1245 Eh. The energy relative to the best compared isomer or geometry (same formula, charge and spin) is 97.78 kJ/mol. The largest force on an atom comes out at 2.42 eV/A. The calculation puts the LUMO energy at 1.76 eV.

Geometry (Å):
C -1.92 3.46 -2.36
C -2.04 2.65 -1.11
O -0.86 1.78 -1.01
C -0.59 1.41 0.26
C 0.75 0.74 0.43
C 1.23 -0.60 0.22
O 0.87 -1.41 -0.64
C 2.44 -0.91 1.14
C 3.77 -1.08 0.41
C 4.28 0.14 -0.36
C 3.35 0.64 -1.48
C 2.45 1.82 -1.12
C 1.83 1.79 0.31
O -1.34 1.75 1.18
H -2.90 3.90 -2.58
H -1.22 4.30 -2.19
H -1.58 2.89 -3.23
H -2.08 3.30 -0.23
H -2.93 1.99 -1.11
H 2.51 -0.13 1.92
H 2.21 -1.84 1.70
H 4.52 -1.35 1.18
H 3.70 -1.95 -0.25
H 4.51 0.95 0.34
H 5.23 -0.15 -0.83
H 3.99 0.97 -2.32
H 2.74 -0.19 -1.86
H 3.00 2.77 -1.23
H 1.61 1.86 -1.84
H 1.39 2.77 0.53
H 2.62 1.62 1.05
N -5.74 -3.15 -2.68
C -4.95 -2.78 -1.90
C -3.95 -2.32 -0.97
C -4.06 -1.06 -0.37
C -3.04 -0.59 0.44
C -1.89 -1.37 0.71
C -0.91 -0.91 1.69
C -0.19 -1.79 2.47
N 0.14 -1.45 3.78
O 0.58 -2.29 4.61
O -0.04 -0.23 4.05
C -1.81 -2.65 0.13
C -2.84 -3.13 -0.68
H -4.94 -0.44 -0.54
H -3.13 0.38 0.92
H -1.10 0.08 2.08
H 0.07 -2.78 2.11
H -0.94 -3.29 0.30
H -2.79 -4.13 -1.10